DFT (ωB97M-V with the def2-TZVPD basis set) results for 3 unconnected molecules or ions with the total composition CH2BrNO4.

- SMILES = O=C=O.O=NO.Br
- DFT total energy (hartree) = -2968.95440
- HOMO energy (eV) = -10.42
- HOMO-LUMO gap (eV) = 10.63

CARTESIAN COORDINATES (ANGSTROEM)
Br (1.89, -1.40, 3.85)
O (0.75, 1.99, -0.21)
O (-1.59, 1.45, -6.27)
O (-1.62, 1.59, -4.10)
O (-0.71, 0.63, -1.29)
N (-1.67, 0.83, -5.28)
C (0.02, 1.37, -0.82)
H (-1.68, 1.28, -3.19)
H (1.35, -0.71, 4.87)

Atomic partial charges in e from the Löwdin method, atoms 1 to 4: Br 0.36; O 0.24; O 0.05; O -0.04

---

DFT (ωB97M-V with the def2-TZVPD basis set) results for a single C5H7ClS molecule.

- SMILES = CC(C)=CC(=S)Cl
- DFT total energy (hartree) = -1053.01566
- HOMO energy (eV) = -9.07
- HOMO-LUMO gap (eV) = 8.44

CARTESIAN COORDINATES (ANGSTROEM)
Cl (-1.66, 2.25, 1.33)
S (0.09, 1.28, 3.53)
C (1.17, -1.17, -0.99)
C (0.20, -0.13, -0.34)
C (-0.37, 1.22, 1.94)
C (0.54, 0.42, 0.82)
C (-1.17, -0.06, -0.90)
H (1.52, 0.38, 1.38)
H (1.27, -1.00, -2.04)
H (-1.07, 0.66, -1.75)
H (-1.98, 0.28, -0.24)
H (0.70, -2.03, -0.77)
H (-1.39, -1.00, -1.21)
H (2.15, -1.07, -0.75)

Atomic partial charges in e from the Löwdin method, atoms 1 to 4: Cl 0.57; S 0.63; C -0.01; C -0.33

---

DFT (ωB97M-V with the def2-TZVPD basis set) results for a single C9H13NO2 molecule.

- SMILES = COc1ccc(CCN)cc1O
- DFT total energy (hartree) = -555.87762
- HOMO energy (eV) = -7.96
- HOMO-LUMO gap (eV) = 8.68

CARTESIAN COORDINATES (ANGSTROEM)
O (-3.20, 0.69, -0.04)
O (-1.96, -1.83, -0.39)
N (3.18, -0.89, 1.23)
C (-4.13, -0.40, 0.53)
C (0.91, 0.65, -0.38)
C (0.19, 1.76, 0.08)
C (-1.20, 1.64, 0.09)
C (2.44, 0.77, -0.61)
C (0.25, -0.58, -0.56)
C (-1.91, 0.47, -0.05)
C (-1.14, -0.65, -0.36)
C (3.22, -0.56, -0.24)
H (2.53, 1.78, -0.39)
H (-1.43, -2.52, -0.84)
H (-1.66, 2.57, 0.42)
H (2.38, 0.72, -1.77)
H (0.52, -1.61, -0.89)
H (4.22, -0.44, -0.65)
H (2.40, -0.44, 1.76)
H (-4.62, -1.05, -0.32)
H (0.70, 2.75, 0.12)
H (3.99, -0.49, 1.70)
H (2.65, -1.37, -0.68)
H (-4.80, 0.13, 1.19)
H (-3.53, -1.09, 1.07)

Atomic partial charges in e from the Löwdin method, atoms 1 to 4: O -0.06; O 0.00; N -0.03; C 0.02

---

DFT (ωB97M-V with the def2-TZVPD basis set) results for a molecular structure, C24H11Cl4CsN4O6.

- DFT total energy (hartree) = -3452.62123
- HOMO energy (alpha / beta) (eV) = -3.06 / -0.63
- HOMO-LUMO gap (alpha / beta) (eV) = 6.63 / 3.59
- total charge = -2

CARTESIAN COORDINATES (ANGSTROEM)
Cs (0.25, -1.03, 1.76)
Cl (3.74, -7.12, -0.79)
Cl (-1.20, -6.26, 1.28)
Cl (4.22, -3.98, -0.83)
Cl (1.06, -8.24, 0.28)
O (1.99, -2.47, 0.19)
O (-4.06, 3.24, -5.16)
O (-3.66, 1.19, -5.78)
O (0.16, 1.50, 5.70)
O (-0.40, 0.61, 3.71)
O (-0.48, -3.48, 1.01)
N (-3.54, 2.12, -4.93)
N (-1.18, 1.64, 0.13)
N (-1.03, -0.48, -1.52)
N (2.03, 1.38, 2.65)
C (0.33, 1.23, 4.50)
C (-1.67, 0.61, -1.99)
C (-1.52, -1.60, -3.56)
C (0.30, -5.69, 0.68)
C (2.52, -6.00, -0.24)
C (-2.27, 0.67, -3.27)
C (1.28, -6.52, 0.25)
C (-2.36, 2.93, -1.54)
C (1.69, 1.72, 3.90)
C (-1.73, 1.76, -1.08)
C (1.75, -3.69, 0.18)
C (3.18, 1.80, 2.16)
C (-1.82, 3.89, 0.60)
C (0.43, -4.23, 0.65)
C (-1.23, 2.67, 0.95)
C (-2.17, -0.49, -4.06)
C (-0.96, -1.54, -2.28)
C (4.06, 2.61, 2.88)
C (-2.93, 3.00, -2.82)
C (3.71, 2.97, 4.17)
C (2.52, 2.51, 4.69)
C (-2.38, 4.02, -0.64)
C (2.74, -4.66, -0.27)
C (-2.92, 1.92, -3.69)
H (-2.63, -0.46, -5.03)
H (4.98, 2.94, 2.41)
H (3.41, 1.50, 1.15)
H (-0.44, -2.40, -1.87)
H (-1.43, -2.51, -4.15)
H (2.18, 2.73, 5.69)
H (-0.79, 2.51, 1.93)
H (-1.83, 4.71, 1.32)
H (4.37, 3.59, 4.76)
H (-3.41, 3.91, -3.16)
H (-2.85, 4.95, -0.95)

Atomic partial charges in e from the Löwdin method, atoms 1 to 4: Cs 1.36; Cl 0.62; Cl 0.70; Cl 0.70